(1)
C25H22N4O2RhS | wB97M-V/def2-TZVPD

Calculated values
ΔE to the lowest compared entry with this formula, charge and spin = 0.0 kJ/mol
orbital gap = 7.199 eV
molar mass = 545.45 u

Structure (ORCA input):
```
! RIJCOSX wB97M-V def2-TZVPD def2/J DEFGRID3
* xyz 1 1
Rh 0.03757 0.13063 0.00542
C -2.96732 -0.20976 0.02673
N -1.81453 -0.67382 -0.76620
C -1.59165 -2.13118 -0.71702
C -0.90310 -2.53392 0.55247
C -0.91996 -3.83354 1.01972
C -0.10932 -4.17079 2.08979
C 0.66983 -3.19329 2.68730
C 0.61650 -1.91110 2.18595
N -0.15852 -1.59153 1.14203
C -1.82865 -0.16818 -2.15050
C -1.47961 1.29022 -2.16376
C -2.04015 2.20836 -3.02918
C -1.56543 3.51307 -3.02244
C -0.55103 3.86066 -2.14648
C -0.04310 2.89286 -1.29802
N -0.50737 1.64229 -1.30861
C -2.57506 0.57716 1.24852
C -3.52411 0.99502 2.16916
C -3.11677 1.71127 3.27772
C -1.76625 1.98832 3.44739
C -0.87860 1.55088 2.48840
N -1.28636 0.86799 1.40527
H -3.58513 -1.05850 0.32712
H -3.59561 0.43377 -0.59393
H -0.88950 -2.38064 -1.51331
H -2.51356 -2.69665 -0.88079
H -1.53709 -4.57304 0.52759
H -0.07549 -5.19199 2.44510
H 1.32431 -3.41992 3.51607
H 1.20046 -1.10435 2.60999
H -2.77525 -0.36311 -2.66250
H -1.03554 -0.69220 -2.68757
H -2.82579 1.90155 -3.70619
H -1.98502 4.24797 -3.69631
H -0.15632 4.86575 -2.11160
H 0.74747 3.10031 -0.58798
H -4.56713 0.75156 2.01384
H -3.84268 2.04759 4.00604
H -1.40501 2.53229 4.30812
H 0.18418 1.74316 2.56162
O 2.07047 -2.72814 -0.37026
C 2.09094 -1.58627 -0.77337
O 1.02005 -0.98757 -1.30685
C 3.31827 -0.74639 -0.75771
C 4.45220 -1.17462 -1.43948
C 5.58003 -0.37436 -1.49748
C 5.58027 0.85908 -0.86039
C 4.45687 1.29120 -0.17325
C 3.31647 0.49406 -0.12203
S 1.94621 1.10512 0.82589
H 4.43919 -2.14313 -1.92342
H 6.45023 -0.70679 -2.04717
H 6.45802 1.49085 -0.90008
H 4.45650 2.25176 0.32664
*
```

Here are the Mulliken charges for atoms 1 to 2, given in e: -0.098 -1.430

=====

(2)
C39H35BiIN3O6PSSe2 | wB97M-V/def2-TZVPD

Calculated values
ΔE to the lowest compared entry with this formula, charge and spin = 33.8 kJ/mol
orbital gap = 6.898 eV
molar mass = 1198.57 u

Structure (ORCA input):
```
! RIJCOSX wB97M-V def2-TZVPD def2/J DEFGRID3
* xyz -1 1
Bi -0.96153 -1.20706 -0.09779
O -6.95023 0.46076 -0.80014
C -6.37921 -0.72734 -0.23139
C -4.89873 -0.85564 -0.60512
C -4.76838 -1.04456 -2.12285
O -5.20637 0.07440 -2.88520
C -4.15263 0.43415 -0.17653
Se -2.77608 0.35529 1.24043
C -4.44490 -2.12627 0.14053
Se -2.83284 -3.05807 -0.47390
H -7.88127 0.49509 -0.56629
H -6.91817 -1.60623 -0.60259
H -6.46722 -0.69598 0.86060
H -5.31127 -1.95273 -2.41990
H -3.72074 -1.20199 -2.37681
H -5.98875 0.43879 -2.45063
H -4.86863 1.15613 0.21410
H -3.73275 0.90443 -1.06327
H -5.22275 -2.89058 0.06193
H -4.31547 -1.88686 1.19462
I 2.90721 -0.34829 -1.30265
C 4.04503 1.17520 -0.39985
C 5.29238 0.76979 0.00157
C 6.28763 1.69102 0.37563
C 6.03751 3.02476 0.26401
C 4.75917 3.48379 -0.13333
C 4.54681 4.87527 -0.29399
C 3.32880 5.35298 -0.66557
C 2.24750 4.45850 -0.78276
C 2.38649 3.10445 -0.60862
P 0.84173 2.11316 -0.32654
C -0.16304 3.38007 0.55654
C -1.12447 4.20856 -0.01725
C -1.83937 5.10842 0.76143
C -1.59178 5.20605 2.12315
C -0.62714 4.39349 2.70248
C 0.07068 3.48153 1.92569
C 0.05926 2.07433 -1.97914
C 0.76917 2.24269 -3.16350
C 0.14331 2.05751 -4.39035
C -1.19567 1.70177 -4.44942
C -1.91809 1.53148 -3.27435
C -1.28873 1.71515 -2.05251
C 3.69923 2.56316 -0.38353
H 5.53216 -0.28517 -0.01618
H 7.25801 1.33045 0.69255
H 6.80635 3.75913 0.47377
H 5.38226 5.54430 -0.12216
H 3.16655 6.41333 -0.81260
H 1.26253 4.87052 -0.95831
H -1.32583 4.14837 -1.07918
H -2.59357 5.73449 0.30053
H -2.15211 5.90570 2.73067
H -0.42709 4.46069 3.76585
H 0.80201 2.82736 2.38640
H 1.81920 2.50648 -3.13111
H 0.71260 2.18076 -5.30342
H -1.67604 1.54701 -5.40739
H -2.96345 1.24249 -3.30605
H -1.84627 1.58580 -1.13073
O 1.85037 -2.72402 -2.34367
C 1.16825 -3.49899 -1.66361
O 0.11833 -3.22973 -1.01348
C 1.61353 -4.95394 -1.58578
C 0.87380 -5.87717 -0.85510
C 1.27800 -7.19980 -0.78610
C 2.43228 -7.57261 -1.45429
C 3.19092 -6.67177 -2.18375
C 2.76975 -5.35534 -2.24530
N 2.86885 -8.97480 -1.38806
O 3.88785 -9.28585 -1.97708
O 2.19034 -9.75648 -0.74871
H -0.01564 -5.53492 -0.34372
H 0.72059 -7.93650 -0.22742
H 4.08610 -7.00904 -2.68434
H 3.32037 -4.61010 -2.80290
C 1.47068 -1.36165 6.57755
C 0.83226 -0.86005 5.31558
C 0.23116 0.39364 5.24532
C -0.27535 0.76588 4.01515
N -0.20379 -0.01544 2.94614
C 0.35297 -1.21655 3.11416
S 0.38260 -2.34583 1.78388
N 0.88014 -1.66627 4.26267
H 1.05218 -0.87462 7.45801
H 2.54338 -1.15887 6.55148
H 1.33975 -2.43928 6.65263
H 0.16827 1.04319 6.10740
H -0.76089 1.72463 3.86373
*
```

Here are the Mulliken charges for atoms 1 to 2, given in e: 2.059 -0.556

=====

(3)
C5H7N3 | wB97M-V/def2-TZVPD

Calculated values
ΔE to the lowest compared entry with this formula, charge and spin = 395.1 kJ/mol
orbital gap = 7.773 eV
molar mass = 109.13 u

Structure (ORCA input):
```
! RIJCOSX wB97M-V def2-TZVPD def2/J DEFGRID3
* xyz 0 1
C 2.29588 0.52433 -0.20208
C 0.80466 0.34735 -0.36197
N -2.38946 -0.42117 -0.20261
C -0.15591 -1.05028 0.24001
C -1.49589 -0.99855 0.59200
N 0.26815 -0.64881 -1.08702
C 0.01907 1.51945 0.03884
N -0.60043 2.48084 0.21007
H -2.04891 -0.04522 -1.08121
H -3.36629 -0.36571 0.02510
H 0.52129 -1.58742 0.90196
H -1.85652 -1.43257 1.51766
H 2.75578 -0.44286 0.00079
H 2.56443 1.24394 0.57193
H 2.68414 0.87669 -1.16346
*
```

Here are the Mulliken charges for atoms 1 to 2, given in e: -1.185 0.985

=====

(4)
C10H22CuIO8 | wB97M-V/def2-TZVPD

Calculated values
orbital gap (spin up / spin down) = 6.979 / 5.358 eV
molar mass = 460.73 u
expectation value of S² = 0.7828

Structure (ORCA input):
```
! RIJCOSX wB97M-V def2-TZVPD def2/J DEFGRID3
* xyz -1 2
Cu -0.92911 0.50740 -1.45126
C -4.07968 1.34050 -0.13924
C -2.98242 0.94365 0.80823
O -1.78558 1.70908 0.73528
H -3.85557 1.33838 -1.20595
H -4.45876 2.34956 0.02261
H -4.82684 0.58213 0.09470
H -2.78310 -0.10383 0.58204
H -3.29904 0.94077 1.85123
C 1.44613 2.19229 -3.46561
C 1.65737 1.78360 -2.06063
O 0.68494 2.21979 -1.14251
H 1.82467 3.19947 -3.63997
H 0.40112 2.19041 -3.77550
H 2.07686 1.61693 -4.14328
H 2.64478 2.20147 -1.86440
H 1.75852 0.69833 -2.05304
I -2.38105 -0.29547 -3.90075
C 2.34385 -4.25657 -0.67113
O 1.83172 -2.89355 -0.79197
C 0.62895 -2.52866 -1.04781
O 0.25742 -1.44732 -1.30115
O -0.19291 -3.65694 -1.08361
C -1.51186 -3.59351 -1.58442
H 2.06687 -4.90569 -1.50181
H 1.84919 -4.82592 0.11580
H 3.43338 -4.27829 -0.64788
H -2.00422 -2.65530 -1.32854
H -2.13359 -4.44901 -1.32049
H -1.46009 -3.59769 -2.67319
C 1.16721 2.98352 5.09296
O 1.15183 1.71968 4.46825
C 1.08685 1.61037 3.19512
O 0.99081 2.54120 2.34409
O 1.25005 0.27366 2.83912
C 1.10729 -0.27616 1.48869
H 0.64581 2.97202 6.05009
H 0.79138 3.78644 4.45879
H 2.17720 3.21980 5.42791
H 1.28438 -1.34955 1.42105
H 1.89733 0.12537 0.85411
H 0.22792 0.06764 0.94409
*
```

Here are the Mulliken charges for atoms 1 to 2, given in e: 0.286 -0.923

=====

(5)
C19H43AlOP3Se | wB97M-V/def2-TZVPD

Calculated values
orbital gap = 6.637 eV
molar mass = 486.42 u

Structure (ORCA input):
```
! RIJCOSX wB97M-V def2-TZVPD def2/J DEFGRID3
* xyz 3 1
Al 0.56406 -0.59198 -0.09795
P -1.53962 -0.71857 2.30929
P 1.25868 -2.86865 0.14405
P -1.79247 -0.88569 -0.96318
H 0.00804 3.80141 0.53736
C -1.07988 3.71357 0.52134
C -1.76437 3.47092 1.65511
H -1.25374 3.47400 2.63832
C -0.68721 -0.03689 3.79447
C -1.75405 -2.46558 2.87549
C -3.22773 -0.06614 2.66246
C 2.55429 -3.16504 -1.13061
C 2.10460 -2.98338 1.76828
C 0.04800 -4.25987 0.04259
C -2.96785 0.53135 -1.11427
C -2.99005 -2.21444 -0.52354
C -1.47049 -1.25704 -2.72228
H -1.55366 3.73028 -0.46920
H -2.86179 3.34024 1.65920
H -0.37876 1.00739 3.63231
H 0.17645 -0.65318 4.09366
H -1.43831 -0.05238 4.59992
H -0.77698 -2.95752 2.98408
H -2.37523 -3.04061 2.17310
H -2.25063 -2.42783 3.85534
H -3.24369 1.02365 2.52941
H -3.43164 -0.30745 3.71574
H -3.99611 -0.52299 2.02167
H 3.12568 -4.08950 -0.98736
H 3.24018 -2.30506 -1.12054
H 2.06393 -3.19552 -2.11475
H 2.47996 -3.99240 2.00722
H 1.39906 -2.67886 2.56259
H 2.97162 -2.29811 1.79008
H 0.50128 -5.26662 0.11300
H -0.48909 -4.19912 -0.92578
H -0.68591 -4.15729 0.86692
H -3.67449 0.32500 -1.93669
H -2.41532 1.45205 -1.34931
H -3.53480 0.68242 -0.18120
H -3.69987 -2.33794 -1.35779
H -3.56338 -1.97478 0.38487
H -2.46047 -3.16417 -0.37451
H -2.39621 -1.13460 -3.29804
H -1.10799 -2.28457 -2.83743
H -0.70016 -0.57836 -3.10483
C 1.58032 2.06653 -3.09106
C 1.07512 3.30451 -2.66864
C 1.11498 4.39848 -3.55765
C 1.63614 4.20604 -4.85651
C 2.17476 2.96519 -5.26137
C 2.14753 1.89269 -4.36886
Se 1.79692 0.45618 -1.92277
H 0.21036 0.64643 -1.27396
H 0.63857 3.37986 -1.67360
H 0.71229 5.36215 -3.21920
H 1.64036 5.05807 -5.54015
H 2.59227 2.83268 -6.27890
H 2.53327 0.90887 -4.67034
C 3.54334 1.29650 2.44438
C 2.60275 1.52085 1.29053
O 1.55677 0.31791 1.29398
H 3.04248 1.43366 3.40880
H 4.35051 2.03313 2.39556
H 3.99963 0.29948 2.39687
H 1.98802 2.42332 1.36401
H 3.03099 1.46138 0.29477
H 1.09873 0.31592 2.16548
*
```

Here are the Mulliken charges for atoms 1 to 2, given in e: 0.329 0.669

=====

(6)
C7H13N3O2 | wB97M-V/def2-TZVPD

Calculated values
SMILES string = CO/N=C/CCCC/C=N\N=O
ΔE to the lowest compared entry with this formula, charge and spin = 730.4 kJ/mol
orbital gap (spin up / spin down) = 8.739 / 8.739 eV
molar mass = 171.20 u

Structure (ORCA input):
```
! RIJCOSX wB97M-V def2-TZVPD def2/J DEFGRID3
* xyz 0 1
C 1.36230 -1.46251 -0.87519
C -0.12320 -0.99934 -0.90422
C 2.05333 -0.80622 0.30981
C -0.30991 0.54335 -1.07989
C 2.56453 0.55513 -0.08628
C -0.79914 1.23461 0.14692
C -2.68905 0.60995 3.03152
N 2.46137 1.61732 0.57474
N -1.73403 0.72927 0.88110
N 1.79899 2.61339 0.85848
O 1.84906 3.39312 1.78102
O -2.00863 1.38556 2.03494
H 1.43094 -2.56391 -0.63093
H 1.83791 -1.33067 -1.81252
H -0.63010 -1.37749 -1.77302
H -0.58483 -1.34278 0.09937
H 1.28596 -0.86566 1.16080
H 2.86987 -1.44345 0.63127
H 0.62376 0.96248 -1.24861
H -0.95657 0.86207 -1.92415
H 3.23871 0.68633 -0.87620
H -0.14105 2.18441 0.42975
H -2.87121 1.22309 3.93660
H -2.06413 -0.19656 3.34590
H -3.63936 0.22344 2.50076
*
```

Here are the Mulliken charges for atoms 1 to 2, given in e: -0.784 -0.656

=====

(7)
C6H10N2O2 | wB97M-V/def2-TZVPD

Calculated values
SMILES string = CCN1C(=O)N(CC)C1=O
ΔE to the lowest compared entry with this formula, charge and spin = 431.3 kJ/mol
orbital gap = 10.067 eV
molar mass = 142.16 u

Structure (ORCA input):
```
! RIJCOSX wB97M-V def2-TZVPD def2/J DEFGRID3
* xyz 0 1
C -0.85281 1.52223 -2.66014
C -1.03925 0.36436 -1.91075
C 0.69822 0.79926 0.10437
C 1.35795 -0.55125 2.01206
C 0.04988 -1.01448 2.74319
C 0.42357 -1.23689 -0.25888
H -0.21807 1.16121 -3.46102
H -0.33580 2.53563 -2.41716
H -1.92505 1.90606 -2.97959
H -2.06361 0.36834 -1.44513
H -1.49698 -0.50645 -2.61725
H 2.25488 -1.31534 2.14354
H 1.68471 0.50263 2.05471
H -0.50395 -0.09258 3.14362
H -0.48577 -1.77115 1.90181
H 0.26594 -1.80282 3.67464
N -0.06657 0.04222 -0.93545
N 1.26731 -0.38585 0.52998
O 0.51007 1.94590 0.53173
O 0.47532 -2.47106 -0.15428
*
```

Here are the Mulliken charges for atoms 1 to 2, given in e: -1.023 -0.221

=====

(8)
H4N4 | wB97M-V/def2-TZVPD

Calculated values
ΔE to the lowest compared entry with this formula, charge and spin = 183.1 kJ/mol
orbital gap = 10.365 eV
molar mass = 60.06 u

Structure (ORCA input):
```
! RIJCOSX wB97M-V def2-TZVPD def2/J DEFGRID3
* xyz 0 1
N -3.21909 0.96964 0.12848
N 0.39376 0.20417 0.06906
N -2.08116 -0.96016 -0.25166
N -2.64794 0.04569 -0.09408
H 0.71303 0.77450 -0.71348
H 1.05243 0.27485 0.84548
H 0.52491 -0.76209 -0.19102
H -1.09925 -0.93128 -0.49626
*
```

Here are the Mulliken charges for atoms 1 to 2, given in e: -0.438 -0.710

=====

molar mass of number 1 (C25H22N4O2RhS)?
545.45 u

=====

Look up the molar mass of the third one.
109.13 u

=====

Copy entry 7 word for word.
C6H10N2O2 | wB97M-V/def2-TZVPD

Calculated values
SMILES string = CCN1C(=O)N(CC)C1=O
ΔE to the lowest compared entry with this formula, charge and spin = 431.3 kJ/mol
orbital gap = 10.067 eV
molar mass = 142.16 u

Structure (ORCA input):
```
! RIJCOSX wB97M-V def2-TZVPD def2/J DEFGRID3
* xyz 0 1
C -0.85281 1.52223 -2.66014
C -1.03925 0.36436 -1.91075
C 0.69822 0.79926 0.10437
C 1.35795 -0.55125 2.01206
C 0.04988 -1.01448 2.74319
C 0.42357 -1.23689 -0.25888
H -0.21807 1.16121 -3.46102
H -0.33580 2.53563 -2.41716
H -1.92505 1.90606 -2.97959
H -2.06361 0.36834 -1.44513
H -1.49698 -0.50645 -2.61725
H 2.25488 -1.31534 2.14354
H 1.68471 0.50263 2.05471
H -0.50395 -0.09258 3.14362
H -0.48577 -1.77115 1.90181
H 0.26594 -1.80282 3.67464
N -0.06657 0.04222 -0.93545
N 1.26731 -0.38585 0.52998
O 0.51007 1.94590 0.53173
O 0.47532 -2.47106 -0.15428
*
```

Here are the Mulliken charges for atoms 1 to 2, given in e: -1.023 -0.221

=====

molar mass of number 1 (C25H22N4O2RhS)?
545.45 u